(1)
Molecular formula: C6H14NO7
Method: DFT, ωB97M-V/def2-TZVPD

Properties
**Molar mass**: 212.2 g mol⁻¹
**Frontier orbital gap**: 0.415 Eh
**Max |F|**: 5.25 eV/Å
**Total energy**: -818.15942 hartree
**LUMO energy**: -0.09598 Eh
**Charge**: +1

CARTESIAN COORDINATES (ANGSTROEM)
C  1.17101  -0.63044  -0.04609
C  -1.14732  -0.33976  0.55888
C  0.55803  -2.03611  -0.04733
C  -0.74627  -1.79100  0.82592
C  0.73901  3.61588  0.49785
C  0.09758  1.66289  -0.69995
N  -0.08663  0.17432  -0.42513
O  1.40624  -2.98456  0.53941
O  0.39607  -2.30588  -1.38067
O  -1.73059  -2.65952  0.34809
O  -0.55180  -1.94516  2.15112
O  -1.56992  1.94763  -1.28665
O  0.84214  1.81836  -1.74586
O  0.39613  2.17680  0.48153
H  1.72560  -0.22847  0.85014
H  1.89397  -0.53300  -0.77576
H  -2.16317  -0.16358  0.16559
H  -1.14424  0.21127  1.49131
H  0.27924  4.03316  1.41837
H  0.20967  4.14130  -0.30958
H  1.80267  3.67623  0.46051
H  -0.26523  -0.16415  -1.35505
H  1.86318  -3.48607  -0.20005
H  -0.15237  -3.12903  -1.53046
H  -2.39721  -3.03300  1.01403
H  0.05868  -2.61681  2.47022
H  -1.85497  2.83073  -0.88536
H  0.37051  1.75796  -2.58505

(2)
Molecular formula: C6H14NOS
Method: DFT, ωB97M-V/def2-TZVPD

Properties
**Molar mass**: 148.3 g mol⁻¹
**Frontier orbital gap**: 0.371 Eh
**Max |F|**: 5.36 eV/Å
**Total energy**: -764.89290 hartree
**LUMO energy**: -0.12205 Eh
**SMILES string**: [NH3+][C@@]1(S)CCCC[C@H]1O
**Charge**: +1

CARTESIAN COORDINATES (ANGSTROEM)
N  0.40368  1.53691  1.12538
C  0.21836  0.10884  1.05492
S  0.63442  -0.52008  2.74951
C  -1.54579  -0.15023  0.64052
C  -1.73067  0.01028  -0.83511
C  -0.68503  -0.79971  -1.53261
C  0.69102  -0.20443  -1.38193
C  1.19100  -0.46725  0.04699
O  2.40299  0.23711  0.22572
H  -0.30666  2.23637  1.50687
H  0.57747  1.82814  0.20340
H  1.29355  1.56178  1.62159
H  0.64973  -1.73913  2.33485
H  -2.09125  0.61259  1.14328
H  -1.99183  -1.12200  1.03742
H  -1.64593  1.12740  -1.06331
H  -2.68700  -0.27454  -1.27843
H  -0.68046  -1.85836  -1.09680
H  -0.88830  -0.81543  -2.69908
H  1.33795  -0.76646  -2.10339
H  0.61538  0.87127  -1.54346
H  1.20892  -1.45807  0.35352
H  3.02846  0.04500  -0.50984

(3)
Molecular formula: C6H14NS
Method: DFT, ωB97M-V/def2-TZVPD

Properties
**Molar mass**: 132.3 g mol⁻¹
**Frontier orbital gap**: 0.170 Eh
**Max |F|**: 3.24 eV/Å
**Total energy**: -689.74668 hartree
**LUMO energy**: 0.08232 Eh
**Charge**: -1

CARTESIAN COORDINATES (ANGSTROEM)
C  -1.01521  0.50126  0.65239
N  0.18077  0.83400  1.06071
C  1.22483  0.07957  0.32759
C  2.60304  0.67448  0.51752
S  3.79283  -0.10522  -0.65959
C  1.11584  -1.29537  0.87402
C  -1.57885  0.00299  -0.53128
C  -3.08347  -0.07819  -0.65111
H  -0.97220  -1.73455  0.57313
H  -1.79716  0.81372  1.35969
H  0.63667  1.42861  -2.01724
H  0.90555  -0.04013  -0.71308
H  2.49520  1.74303  0.29060
H  2.87623  0.48774  1.57005
H  -0.05396  -1.36757  0.93428
H  1.32111  -2.07282  0.14721
H  1.59087  -1.47263  1.84088
H  1.15846  1.94008  -2.15464
H  -1.00750  -0.15708  -1.43293
H  -3.41935  -1.13825  -0.72244
H  -3.46214  0.51413  -1.49705
H  -3.51158  0.44217  0.23128

(4)
Molecular formula: C6H14NS
Method: DFT, ωB97M-V/def2-TZVPD

Properties
**Molar mass**: 132.3 g mol⁻¹
**Frontier orbital gap**: 0.236 Eh
**Max |F|**: 2.67 eV/Å
**Total energy**: -689.83356 hartree
**LUMO energy**: 0.13265 Eh
**Charge**: -1

CARTESIAN COORDINATES (ANGSTROEM)
C  0.07170  -1.44875  0.47835
C  1.09880  -1.36422  -0.66187
S  0.30855  -1.55948  -2.28846
C  -1.07313  -0.44480  0.24253
N  -0.85262  0.73304  1.61312
C  1.72222  2.05299  2.51083
C  -0.66025  1.04850  0.28221
C  -1.62270  2.07647  -0.28492
H  0.52756  -1.27862  1.44970
H  -0.34557  -2.46132  0.43426
H  1.62549  -0.40771  -0.57747
H  1.83789  -2.15795  -0.54133
H  -1.97452  -0.72779  0.79822
H  -1.37322  -0.63103  -0.81797
H  0.73775  2.42935  2.25544
H  2.38241  2.81397  2.92245
H  1.60960  1.21383  3.19394
H  2.12536  1.63216  1.58743
H  0.36058  1.18421  -0.08296
H  -1.21204  3.08441  -0.19657
H  -1.87303  1.89296  -1.33610
H  -2.53757  2.03401  0.30898

(5)
Molecular formula: C6H14NS
Method: DFT, ωB97M-V/def2-TZVPD

Properties
**Molar mass**: 132.3 g mol⁻¹
**<S²>**: 0.755
**Frontier orbital gap (alpha / beta)**: 0.117 / 0.194 Eh
**Max |F|**: 3.16 eV/Å
**Total energy**: -689.68183 hartree
**LUMO energy (alpha / beta)**: 0.22291 / 0.22241 Eh
**2S+1**: 2
**Charge**: -2

CARTESIAN COORDINATES (ANGSTROEM)
C  1.90735  -0.98211  0.61341
C  1.88299  -0.54550  -0.85955
S  3.55313  0.06324  -1.39418
C  2.41783  0.21095  1.45548
N  -1.42513  -0.88751  0.87098
C  -1.47455  -0.78676  -0.47394
C  -2.55091  0.23090  -1.02072
C  -2.71632  1.33705  -0.01006
H  0.98777  -1.23167  1.13658
H  2.68711  -1.82838  0.61934
H  1.75233  -1.33266  -1.56548
H  1.17037  0.26145  -1.00556
H  2.58845  0.05712  2.55499
H  1.54167  0.97039  1.29849
H  3.25449  0.68728  0.92251
H  -1.01689  -1.34641  -1.32482
H  -0.88883  0.04817  0.36705
H  -2.17135  0.67395  -1.88693
H  -3.37291  -0.37297  -1.27267
H  -2.89648  0.82520  0.98276
H  -1.69421  1.90699  0.17493
H  -3.53592  2.04128  -0.18258

(6)
Molecular formula: C6H14NdO3
Method: DFT, ωB97M-V/def2-TZVPD

Properties
**Molar mass**: 278.4 g mol⁻¹
**<S²>**: 6.007
**Frontier orbital gap (alpha / beta)**: 0.241 / 0.333 Eh
**Max |F|**: 5.53 eV/Å
**Total energy**: -1023.42981 hartree
**LUMO energy (alpha / beta)**: -0.31547 / -0.31112 Eh
**2S+1**: 5
**Charge**: +2

CARTESIAN COORDINATES (ANGSTROEM)
H  -3.84017  1.54411  4.50677
C  -3.56605  0.82028  3.71701
H  -4.35999  0.04646  3.71373
O  -2.31087  0.25818  3.93532
C  -3.61979  1.56488  2.38398
H  -4.64532  1.82850  2.08814
H  -3.00193  2.47720  2.42019
O  -3.04898  0.67536  1.41367
C  -2.71020  1.21125  0.14578
H  -2.16491  2.15903  0.27493
O  -0.80528  -0.24863  0.38489
C  -1.83262  0.16953  -0.51072
H  -2.40802  -0.71459  -0.83507
C  1.82082  -0.75386  -2.19886
H  0.13070  -0.49163  -0.25326
H  1.99073  -1.83346  -2.10320
H  -1.39570  0.58118  -1.42994
H  2.70649  -0.34541  -1.69629
Nd  -1.28006  -0.52347  2.49937
H  -3.60901  1.39856  -0.45775
C  1.71502  -0.30716  -3.62651
H  0.87974  -0.79151  -4.15010
H  1.63563  0.78734  -3.70767
H  2.62864  -0.58054  -4.18545

(7)
Molecular formula: C6H14O
Method: DFT, ωB97M-V/def2-TZVPD

Properties
**Molar mass**: 102.2 g mol⁻¹
**Frontier orbital gap**: 0.432 Eh
**Max |F|**: 0.77 eV/Å
**Total energy**: -312.19394 hartree
**LUMO energy**: 0.03584 Eh
**SMILES string**: C[C@H]1C[C@@H](C)C1.O

CARTESIAN COORDINATES (ANGSTROEM)
C  1.47563  1.57219  1.78131
C  0.99447  0.78117  0.59151
C  -0.41233  0.87995  -0.00406
C  -0.10513  -0.67194  -0.52254
C  -1.01100  -1.91121  -0.72624
C  0.75485  -0.71536  0.73027
H  1.53562  2.64417  1.56716
H  2.48439  1.22353  2.03261
H  0.83384  1.41891  2.65486
H  1.67886  0.94211  -0.25332
H  -0.56679  1.80041  -0.60304
H  -1.18695  0.90216  0.77691
H  0.54596  -0.60586  -1.40479
H  -2.00410  -1.82801  -0.27522
H  -0.52778  -2.77632  -0.24213
H  -1.13200  -2.19188  -1.78048
H  0.07574  -0.88965  1.57801
H  1.59455  -1.40898  0.77358
O  -1.55005  0.35444  -2.59864
H  -1.22227  0.71387  -1.76413
H  -2.25552  -0.23369  -2.31162

(8)
Molecular formula: C6H14O
Method: DFT, ωB97M-V/def2-TZVPD

Properties
**Molar mass**: 102.2 g mol⁻¹
**Frontier orbital gap**: 0.347 Eh
**Max |F|**: 1.65 eV/Å
**Total energy**: -312.21216 hartree
**LUMO energy**: 0.03037 Eh
**SMILES string**: C/C=C(\C)CC.O

CARTESIAN COORDINATES (ANGSTROEM)
C  -0.06285  -1.63197  -1.69803
C  0.43192  -0.31119  -1.20217
C  -0.27652  0.55812  -0.49442
C  -1.75039  0.26815  -0.25578
C  0.27079  1.83099  0.16676
C  1.36063  1.55320  1.21269
H  -0.58002  -1.59004  -2.65884
H  -0.81114  -2.06610  -1.02847
H  0.71973  -2.37230  -1.78510
H  1.48421  -0.12587  -1.42070
H  -1.86466  -0.66081  0.29625
H  -2.24006  1.05206  0.32239
H  -2.28783  0.16272  -1.17588
H  0.66781  2.38755  -0.66756
H  -0.57302  2.37424  0.57694
H  1.24576  2.26256  2.00888
H  1.20832  0.59340  1.71566
H  2.32357  1.46405  0.73187
O  -0.14346  -1.83809  1.75009
H  0.30241  -2.67285  1.57891
H  0.57480  -1.23781  2.02652

(9)
Molecular formula: C6H14O
Method: DFT, ωB97M-V/def2-TZVPD

Properties
**Molar mass**: 102.2 g mol⁻¹
**Frontier orbital gap**: 0.351 Eh
**Max |F|**: 0.57 eV/Å
**Total energy**: -312.17617 hartree
**LUMO energy**: 0.04328 Eh
**SMILES string**: C/C=C/OCCC.[H][H]

CARTESIAN COORDINATES (ANGSTROEM)
C  -3.74419  0.05227  0.64050
C  -2.39331  -0.60062  0.63490
C  -1.24479  0.05604  0.46496
O  -0.03982  -0.56902  0.54508
C  1.06021  0.10617  -0.03982
C  2.30808  -0.71505  0.22601
C  3.57391  -0.04304  -0.29615
H  -3.69751  1.09797  0.31507
H  -4.44748  -0.46848  -0.02159
H  -4.18253  0.03728  1.64595
H  -2.34307  -1.67426  0.80257
H  -1.21353  1.12990  0.27383
H  1.16192  1.11841  0.38401
H  0.90860  0.22630  -1.12292
H  2.17843  -1.70137  -0.23585
H  2.39337  -0.90071  1.30324
H  3.75932  0.92125  0.19320
H  3.51643  0.14462  -1.37489
H  4.44722  -0.67516  -0.11402
H  -1.36381  1.19979  -2.02875
H  -0.63745  1.25770  -2.19533

(10)
Molecular formula: C6H14O
Method: DFT, ωB97M-V/def2-TZVPD

Properties
**Molar mass**: 102.2 g mol⁻¹
**Frontier orbital gap**: 0.412 Eh
**Max |F|**: 0.36 eV/Å
**Total energy**: -312.24941 hartree
**LUMO energy**: 0.03606 Eh
**SMILES string**: CC(C)C[C@@H](C)O

CARTESIAN COORDINATES (ANGSTROEM)
C  -1.72746  -0.49090  -1.22271
C  -1.11592  -0.33614  0.17150
C  -2.14157  0.24366  1.14558
C  0.15409  0.53000  0.14715
C  1.42587  -0.23574  -0.19821
C  2.65057  0.67314  -0.19585
O  1.56030  -1.25399  0.78683
H  -2.59263  -1.16399  -1.20066
H  -1.00894  -0.89593  -1.94533
H  -2.07412  0.47969  -1.60252
H  -0.82193  -1.32770  0.53738
H  -3.04801  -0.37162  1.18267
H  -2.43768  1.25781  0.84621
H  -1.72825  0.29991  2.15907
H  0.31200  0.98136  1.13606
H  0.03085  1.35831  -0.56565
H  1.31658  -0.69572  -1.19599
H  2.76508  1.13566  0.79083
H  2.56069  1.46595  -0.94666
H  3.56412  0.10615  -0.41416
H  2.35635  -1.75994  0.58445

(11)
Molecular formula: C6H14O
Method: DFT, ωB97M-V/def2-TZVPD

Properties
**Molar mass**: 102.2 g mol⁻¹
**Frontier orbital gap**: 0.344 Eh
**Max |F|**: 3.90 eV/Å
**Total energy**: -312.12144 hartree
**LUMO energy**: 0.03660 Eh
**SMILES string**: C=CCCCC.O

CARTESIAN COORDINATES (ANGSTROEM)
C  0.68542  1.17201  -2.42379
C  -0.26168  0.71056  -1.50087
C  -0.25534  0.89079  -0.06053
C  -1.43565  0.41310  0.78876
C  -1.22259  -1.01471  1.30963
C  -0.13727  -1.10600  2.38359
H  1.04153  2.15972  -2.15176
H  0.36789  1.23546  -3.46170
H  -1.05313  0.12802  -1.97685
H  0.56440  1.40718  0.41898
H  0.25657  -0.16549  -0.46570
H  -2.39417  0.49317  0.27419
H  -1.40514  1.13824  1.61247
H  -2.10949  -1.57332  1.61673
H  -0.84277  -1.61354  0.46287
H  0.29802  -2.05754  2.67999
H  0.73903  -0.60870  1.94255
H  -0.45074  -0.49312  3.22279
O  2.49342  -0.51640  -1.15363
H  3.19987  -0.69168  -1.79973
H  1.92182  0.09225  -1.71799